## A
DFT (wB97M-V/def2-TZVPD) results for a cluster of 2 separate species, CH4NOP in total.

Results
LUMO level (alpha / beta) (eV): 0.267 / 0.267
Orbital gap (alpha / beta) (eV): 9.021 / 9.022

Atoms and positions in Å:
P (-1.15159, 0.23663, 0.85465)
O (-1.43753, 1.49850, -0.13376)
N (0.40699, -1.77616, -0.38622)
C (0.22635, -0.64137, -0.03263)
H (0.03105, 0.63359, 1.60955)
H (1.31502, -2.29562, -0.73485)
H (1.21031, 0.78018, -0.58676)
H (-0.60060, 1.56424, -0.58998)



## B
DFT (wB97M-V/def2-TZVPD) results for the molecule CH4NOP.

Results
LUMO level (eV): 0.500
SMILES: [H]/N=C/PO
Orbital gap (eV): 9.956

Atoms and positions in Å:
P (0.23208, 0.97409, -0.81203)
O (0.98752, -0.22480, -1.68695)
N (-1.17965, 0.39806, 1.54211)
C (-0.39347, -0.13725, 0.60256)
H (-0.11000, -1.08972, 0.70982)
H (0.68813, -0.83995, -2.37102)
H (1.46116, 1.15863, -0.11402)
H (-1.68576, -0.23906, 2.12954)



So which one wins? Going from most stable to least: B, A.